Below is C15H30ClO2P2W as an isolated structure, with properties calculated with the ωB97M-V functional and the def2-TZVPD basis.

Last column: Löwdin charge in e.
Element x y z (Å)
H -1.629074 -2.683033 1.889953  0.0460
P -0.062056 -2.340550 0.066421  0.6978
H 0.892833 -1.757775 4.660642  0.0926
H -1.550604 -4.106508 0.799783  0.0922
C -0.236151 2.803395 -1.999301  -0.2124
H -0.783922 -2.688056 -2.216659  0.0628
C -0.401256 -0.004415 4.692441  -0.6068
C 0.356804 -0.173483 -6.565383  -0.0532
H -1.617401 -1.756654 5.019406  0.1011
C 1.916393 0.157591 0.881977  -0.1867
H 1.062646 3.183013 1.627159  0.0603
C -0.680353 -0.016712 3.262138  0.0664
C -1.832434 2.949019 0.427868  -0.2090
H 2.284955 -2.853078 0.565355  0.0687
H 1.216856 -4.230773 0.976432  0.0955
O 1.010788 0.604741 -4.365732  -0.0057
H -0.402622 3.887963 -2.101846  0.0937
P -0.270148 2.302366 -0.248293  0.6998
H 2.022457 3.089865 0.133009  0.0680
O 3.037397 0.245178 1.345102  0.1938
C 1.313021 -3.130840 1.001902  -0.2005
C -0.314582 1.435660 5.184451  -0.0026
H 1.758360 -0.228492 4.493998  0.0930
H -0.083752 -1.166346 -6.725744  0.0995
H -2.498349 -0.232326 5.134994  0.1093
H 0.735287 2.547044 -2.441624  0.0595
C -1.552621 -0.724454 5.368925  -0.0100
H -0.125774 0.527565 -7.260457  0.1078
C 0.147378 0.272077 -5.148176  -0.8194
H -1.877230 2.779688 1.510191  0.0524
H -2.446138 -2.625442 0.311304  0.0739
C 1.030889 3.343728 0.538416  -0.2021
H -1.232713 1.980441 4.959179  0.1047
H 0.839635 4.415892 0.354825  0.0955
C -1.567540 -3.007472 0.844500  -0.2097
H 1.311801 -2.809938 2.055857  0.0541
C 0.026945 -3.087856 -1.593693  -0.2048
H -0.057646 -4.185487 -1.540358  0.0914
C -0.910725 0.021422 2.036676  -0.1393
H -0.153940 1.490085 6.263855  0.1255
H 1.135846 -0.722308 6.065899  0.1240
H -1.448391 -0.749973 6.454709  0.1244
H 0.513752 1.964260 4.708365  0.0964
H -1.910999 4.026773 0.220877  0.0927
H -2.668106 2.416224 -0.040788  0.0720
W 0.071739 0.022790 0.316180  1.2115
Cl -1.561712 0.295588 -4.651145  0.6428
H 1.435215 -0.206345 -6.760651  0.1027
H -1.013038 2.259132 -2.550939  0.0255
H 0.986986 -2.827621 -2.059934  0.0701
C 0.919492 -0.718265 4.993838  -0.0051

Cartesian forces (eV/Å) of the 2 atoms listed first:
H 0.0 -0.1 -0.2
P 0.1 -4.0 -0.8

Properties
Total charge: +3
Highest occupied orbital energy (alpha / beta): -18.06 / -18.06 eV
Spin multiplicity: 3
Kohn-Sham gap (alpha / beta): 4.5 / 4.3 eV
Expectation value of S²: 2.04
Max |F|: 10.080 eV/A